{"formula": "C4H6O", "method": "ωB97M-V with the def2-TZVPD basis set", "species": ["C", "C", "C", "O", "C", "H", "H", "H", "H", "H", "H"], "positions_angstrom": [[-1.916809, 0.519125, -0.466283], [-0.990613, 1.206849, -0.825761], [0.435192, 1.126059, -0.455360], [0.478838, 0.230637, 0.645008], [0.641004, -1.169156, 0.604263], [-2.647373, -0.135905, -0.065653], [0.832292, 2.059042, -0.045234], [1.046126, 0.835102, -1.321888], [0.919831, -1.603998, -0.365546], [-0.244650, -1.715586, 0.977036], [1.446164, -1.352170, 1.319420]], "atomic_forces_ev_per_a": [[-0.532, 0.447, -0.536], [-0.272, -0.991, 0.516], [0.261, -0.176, 0.111], [0.922, 0.458, 0.511], [0.215, -0.135, -0.029], [-0.499, 0.110, -0.186], [-0.124, -0.031, -0.279], [0.002, -0.148, 0.273], [-0.047, 0.386, 0.007], [0.058, 0.448, -0.252], [0.014, -0.369, -0.136]], "energy_ha": -231.1094, "smiles": "C#CCOC", "homo_lumo_gap_ev": 10.37}


{"formula": "C2H3Br2OP", "method": "ωB97M-V with the def2-TZVPD basis set", "species": ["C", "C", "O", "P", "Br", "Br", "H", "H", "H"], "positions_angstrom": [[0.653518, -0.238943, -0.591594], [-1.491124, -0.398619, 0.462689], [1.986160, -2.395559, -1.213900], [1.432686, -1.781569, -0.010910], [-2.501851, 1.004018, -0.263179], [-2.086463, -2.144511, 0.035728], [0.451479, -0.079676, -1.640262], [0.852389, 0.655494, -0.017820], [-1.225611, -0.280440, 1.499342]], "atomic_forces_ev_per_a": [[-2.354, -0.275, 1.892], [2.754, -0.293, -1.877], [0.494, -0.863, -1.048], [-0.685, 1.123, 0.779], [-0.005, 0.039, 0.126], [-0.172, 0.054, 0.149], [-0.185, -0.066, -0.171], [0.209, 0.225, 0.049], [-0.055, 0.056, 0.100]], "energy_ha": -5642.5167, "homo_lumo_gap_ev": [7.60, 7.60]}


Repeat the first record exactly.
{"formula": "C4H6O", "method": "ωB97M-V with the def2-TZVPD basis set", "species": ["C", "C", "C", "O", "C", "H", "H", "H", "H", "H", "H"], "positions_angstrom": [[-1.916809, 0.519125, -0.466283], [-0.990613, 1.206849, -0.825761], [0.435192, 1.126059, -0.455360], [0.478838, 0.230637, 0.645008], [0.641004, -1.169156, 0.604263], [-2.647373, -0.135905, -0.065653], [0.832292, 2.059042, -0.045234], [1.046126, 0.835102, -1.321888], [0.919831, -1.603998, -0.365546], [-0.244650, -1.715586, 0.977036], [1.446164, -1.352170, 1.319420]], "atomic_forces_ev_per_a": [[-0.532, 0.447, -0.536], [-0.272, -0.991, 0.516], [0.261, -0.176, 0.111], [0.922, 0.458, 0.511], [0.215, -0.135, -0.029], [-0.499, 0.110, -0.186], [-0.124, -0.031, -0.279], [0.002, -0.148, 0.273], [-0.047, 0.386, 0.007], [0.058, 0.448, -0.252], [0.014, -0.369, -0.136]], "energy_ha": -231.1094, "smiles": "C#CCOC", "homo_lumo_gap_ev": 10.37}